Entry 1:
The following is a quantum chemistry calculation of the ion C22H30BF9N3O4 with charge +1, from OMol25.

Values from the calculation:
Maximum force = 0.180 Eh/bohr
Charge = +1
Spin multiplicity = 1
Electronic energy = -61070.0431 eV
Kohn-Sham gap = 7.6 eV
SMILES = C=Cc1c(N)c(CCCCCOC(C)=O)c(CCC(F)(F)C(F)(F)C(F)(F)C(F)(F)F)c(B(O)OCC)[n+]1N

Atoms and positions in Å:
C  -3.3664  5.2841  -0.5399
C  -3.7475  3.9830  -1.1538
C  -2.9297  2.6012  -0.6864
C  -1.4462  2.2891  -1.3270
N  -0.8367  3.2430  -2.3302
C  -0.7300  0.8666  -0.8299
C  0.7479  0.5510  -1.5198
C  0.4161  -0.3243  -2.8930
C  1.6227  -0.2987  -4.0034
C  2.8336  -1.2626  -3.4559
C  4.2724  -0.4499  -3.3048
O  4.0686  0.9470  -2.8087
C  5.2675  1.4150  -2.0850
C  6.1248  2.6438  -2.7954
O  5.6250  0.8989  -0.8765
C  -1.4741  -0.1715  0.2502
C  -0.7648  -1.5873  0.6862
C  -0.4944  -1.7522  2.3003
C  1.1041  -1.8140  2.7154
F  1.7003  -0.5263  2.2936
F  1.7890  -2.9406  1.9775
C  1.2465  -2.1644  4.3089
F  1.5658  -3.6189  4.4713
F  -0.1365  -2.0056  4.8970
C  2.2150  -1.1602  5.1661
F  2.0568  -1.5686  6.6126
F  1.6997  0.2597  5.1248
C  3.8152  -1.2769  4.8407
F  4.3321  -2.6542  4.6788
F  4.2877  -0.4804  3.6858
F  4.5261  -0.7110  6.0481
C  -2.9745  0.3364  0.7865
B  -3.8781  -0.5657  1.8232
O  -4.7003  -0.0668  2.9428
O  -3.8340  -2.0576  1.6515
C  -4.5230  -2.4638  0.4156
C  -3.7813  -3.8758  -0.0728
N  -3.6135  1.6598  0.3152
N  -4.8790  2.0941  0.7696
H  -3.0590  5.3489  0.6035
H  -3.4187  6.2902  -1.1357
H  -4.6408  3.9320  -1.9192
H  -0.2165  3.9582  -1.8924
H  -1.5751  3.6848  -2.9297
H  1.1988  1.5820  -1.9179
H  1.4924  -0.0021  -0.7888
H  -0.5183  0.2169  -3.3858
H  0.1276  -1.4205  -2.5868
H  1.1922  -0.8256  -4.9837
H  1.9629  0.7719  -4.3437
H  2.9825  -2.1427  -4.2311
H  2.4642  -1.7479  -2.4443
H  4.8120  -0.4797  -4.3507
H  4.8975  -1.0438  -2.4984
H  5.3953  3.5572  -2.8931
H  6.4104  2.2834  -3.8967
H  7.0978  2.9138  -2.1857
H  0.3102  -1.6256  0.1700
H  -1.3867  -2.4510  0.1998
H  -1.0201  -2.7728  2.6192
H  -1.0227  -0.8127  2.8137
H  -5.4927  -0.6567  3.1156
H  -4.3923  -1.7101  -0.4724
H  -5.6612  -2.6274  0.7051
H  -4.5871  -4.5020  -0.6729
H  -2.8913  -3.6527  -0.8355
H  -3.3437  -4.4931  0.8472
H  -5.5406  2.1345  -0.0406
H  -4.7841  3.0172  1.2516

Cartesian forces, eV/Å:
-1.01 -3.11 -0.96
1.46 2.29 2.19
1.30 -1.25 0.16
-2.42 -1.76 2.58
-1.43 -1.50 1.78
-1.60 0.95 0.62
-0.92 0.41 -0.59
-0.43 1.05 -0.29
-0.51 -1.37 -0.32
0.05 0.58 -0.34
-0.33 -2.03 0.47
3.11 -0.46 0.78
1.79 -1.87 5.33
-0.77 -0.89 -0.34
-2.64 3.20 -8.26
-2.02 4.15 -1.47
1.10 0.64 -0.92
-0.87 -0.28 -0.36
-0.66 -0.48 -2.14
-1.13 -3.79 1.49
-1.83 3.68 1.97
-1.97 -1.42 0.97
-0.78 5.12 -0.36
4.32 -0.39 -1.59
-1.30 0.59 3.19
0.61 1.20 -4.80
1.95 -4.92 -0.33
4.34 0.85 0.71
-2.33 4.82 0.45
-2.06 -2.90 3.93
-2.49 -1.93 -4.24
2.16 1.57 -1.99
-1.74 -2.18 2.17
1.16 -1.44 -3.13
-0.70 3.87 -1.01
0.49 -1.82 -0.54
-0.45 0.16 -0.46
4.63 -0.31 -2.53
-0.04 -0.10 -0.20
0.23 -0.33 -2.88
-0.73 -2.11 1.37
2.54 -0.02 1.02
-0.84 -0.90 -0.38
0.97 -0.52 1.11
-0.97 -2.31 1.23
-1.64 1.29 -1.46
1.79 -1.30 1.06
0.57 2.08 -0.76
0.78 1.24 2.14
-0.67 -2.04 1.08
-0.08 1.83 1.69
1.08 1.06 -1.93
-1.01 0.44 2.12
-1.07 1.34 -1.76
1.49 -1.74 0.20
-0.66 0.80 2.47
-2.30 -0.75 -1.15
-2.48 0.28 0.87
1.11 1.65 1.33
1.29 2.43 -0.38
1.47 -2.30 -0.72
1.69 0.66 -0.19
-0.41 -1.10 1.79
2.37 0.28 -0.91
1.80 1.11 1.35
-1.97 -0.38 1.73
-1.21 1.45 -1.99
0.91 0.12 1.06
-0.13 -1.17 -0.74


Entry 2:
The following is a quantum chemistry calculation of a structure of composition C22H30BrF4N6O2SeSr, from OMol25.

Values from the calculation:
Maximum force = 0.113 Eh/bohr
Charge = -1
Spin multiplicity = 1
Electronic energy = -183435.8190 eV
Kohn-Sham gap = 5.5 eV

Atoms and positions in Å:
Sr  -1.1433  -0.1430  -1.0017
C  -1.4699  -1.7650  1.9646
N  -0.8388  -0.7117  1.1849
C  0.5723  -0.5598  1.5086
C  -1.6034  0.5517  1.2396
C  -0.8555  1.8536  0.7735
N  -0.0412  1.7714  -0.4347
C  1.0483  2.5626  -0.4283
C  2.1881  2.1565  -1.1676
F  2.1351  0.9659  -1.7933
C  3.3400  2.8986  -1.2333
F  4.3862  2.4278  -1.9410
C  3.4726  4.1083  -0.5683
C  2.3795  4.5287  0.1588
F  2.4386  5.7125  0.8066
C  1.2098  3.8002  0.2305
F  0.1663  4.3521  0.8969
H  -0.9455  -2.7047  1.8004
H  -2.4925  -1.9254  1.6216
H  -1.4792  -1.5193  3.0376
H  0.7100  -0.1428  2.5173
H  1.0651  0.0890  0.7831
H  1.0402  -1.5432  1.4728
H  -1.9062  0.7581  2.2718
H  -2.5452  0.4138  0.6865
H  -0.2384  2.1128  1.6428
H  -1.6434  2.6153  0.7115
H  4.3812  4.6874  -0.6190
N  -2.9996  -1.8934  -2.0326
C  -4.2632  -1.2726  -2.4040
C  -4.9809  -1.9132  -3.6103
C  -4.0977  -2.5852  -4.6617
C  -3.2425  -1.6737  -5.5767
N  -3.2398  -0.2738  -5.1613
C  -3.6175  0.7710  -5.8590
N  -3.8420  1.9253  -5.2383
N  -3.8276  0.6635  -7.2005
C  -4.1614  0.2664  -2.5144
O  -5.0765  0.8580  -3.1292
O  -3.1365  0.8203  -2.0432
H  -2.4267  -2.1153  -2.8407
H  -3.1300  -2.7685  -1.5151
H  -4.9286  -1.3907  -1.5405
H  -5.6230  -1.1558  -4.0651
H  -5.6450  -2.6968  -3.2373
H  -4.7728  -3.1588  -5.3022
H  -3.4541  -3.3308  -4.1924
H  -3.6314  -1.7367  -6.5924
H  -2.2022  -1.9980  -5.5953
H  -2.7118  -0.0760  -4.3002
H  -4.1762  1.8612  -4.2562
H  -4.0004  2.7627  -5.7668
H  -3.2546  0.0006  -7.6951
H  -4.0322  1.5102  -7.7015
Se  -2.2121  -4.7193  -0.1739
C  -0.4238  -4.6597  -0.8268
C  0.0392  -3.6797  -1.7195
C  1.3501  -3.6713  -2.1795
C  2.2469  -4.6457  -1.7646
C  1.8087  -5.6246  -0.8812
C  0.5000  -5.6329  -0.4217
H  -0.6141  -2.8912  -2.0725
H  1.6511  -2.8902  -2.8689
H  3.2698  -4.6422  -2.1209
H  2.4942  -6.3954  -0.5446
H  0.1706  -6.4042  0.2630
Br  -0.4590  -0.5193  -3.9307

Cartesian forces, eV/Å:
-0.28 -1.70 -5.53
-0.12 -0.04 0.10
0.05 -0.02 1.65
0.18 -0.03 0.39
0.00 0.48 1.42
0.02 0.28 0.57
0.34 0.81 1.06
0.09 0.05 -0.25
-0.09 -0.07 -0.01
0.01 0.04 0.00
0.03 0.05 0.02
-0.02 -0.03 -0.01
-0.03 -0.02 0.00
0.08 0.03 -0.01
-0.03 0.00 0.01
0.03 -0.04 -0.03
-0.02 0.08 0.01
-0.04 0.00 0.00
0.02 0.01 0.01
0.01 -0.01 0.00
0.10 -0.02 -0.04
0.02 0.01 0.11
-0.02 0.00 0.00
-0.05 0.03 -0.02
-0.14 -0.01 0.32
0.00 0.06 -0.10
-0.01 -0.03 0.10
0.00 0.01 0.00
-0.16 0.05 0.31
-0.18 -0.02 0.24
-0.14 -0.05 -0.01
-0.04 -0.07 -0.14
-0.05 0.13 -0.11
-0.12 -0.06 0.02
-0.18 -0.10 0.05
0.16 -0.01 0.08
0.07 0.02 -0.07
0.11 -0.07 -0.50
-0.08 0.17 0.28
-0.12 0.16 0.33
-0.02 0.09 -0.04
0.12 -0.01 -0.04
-0.02 -0.10 -0.02
0.06 -0.02 0.01
0.03 -0.02 0.03
0.06 0.01 -0.05
0.03 0.05 0.07
-0.02 0.08 0.00
-0.01 -0.04 0.04
-0.01 0.00 -0.23
-0.07 -0.08 -0.05
0.00 -0.02 -0.03
0.01 0.02 0.00
-0.05 -0.01 0.01
-0.10 0.00 -0.01
-0.07 0.08 -0.01
0.15 0.00 0.19
-0.05 0.04 0.01
0.07 0.02 -0.03
-0.04 -0.03 0.04
0.10 0.04 -0.06
-0.12 -0.13 -0.03
0.02 0.00 0.00
0.00 0.00 0.00
0.00 0.00 0.00
-0.01 0.00 0.01
0.52 -0.07 -0.06


Entry 3:
The following is a quantum chemistry calculation of a structure of composition C22H30F15MgO11, from OMol25.

Values from the calculation:
Maximum force = 0.040 Eh/bohr
Charge = +1
Spin multiplicity = 1
Electronic energy = -92028.1885 eV
Kohn-Sham gap = 8.1 eV

Atoms and positions in Å:
Mg  0.1887  0.6314  -3.4698
C  0.2428  -1.7698  -0.1749
C  -0.6977  -0.6863  -0.6822
O  -0.3708  -0.1443  -1.9011
H  0.5512  -2.4266  -0.9845
H  -0.2359  -2.3350  0.6224
H  1.1508  -1.2974  0.2119
H  -0.7430  0.0899  0.1048
H  -1.7380  -1.0588  -0.7029
C  -3.4991  2.5346  -0.1946
C  -2.5756  2.1963  -1.3424
O  -2.3211  3.4116  -2.1109
C  -1.5485  3.3380  -3.1094
O  -0.9146  2.3636  -3.4686
C  -1.3861  4.6504  -3.9056
F  -1.6603  4.4314  -5.1806
F  -2.1460  5.6252  -3.4345
F  -0.0910  5.0162  -3.7869
H  -3.1527  3.4513  0.2920
H  -3.5573  1.7062  0.4999
H  -4.4750  2.8569  -0.5689
H  -2.9436  1.3875  -1.9727
H  -1.6154  1.8418  -0.9578
C  -1.6491  0.0829  7.7095
C  -2.2756  0.9604  6.6239
O  -1.5154  0.9790  5.4227
C  -1.9475  0.2671  4.4102
O  -2.9143  -0.4299  4.3690
C  -0.9910  0.3871  3.2063
F  -1.6641  0.8610  2.1407
F  0.0402  1.2103  3.4140
F  -0.5082  -0.8136  2.8884
H  -1.2364  -0.8319  7.2920
H  -2.4538  -0.1694  8.4026
H  -0.9163  0.6284  8.3015
H  -2.4209  1.9808  6.9813
H  -3.3032  0.6193  6.4796
C  4.3757  -0.4306  -5.5531
C  3.1833  -1.0142  -6.2698
O  2.7122  -2.2052  -5.6308
C  2.0253  -2.0764  -4.5385
O  1.5798  -1.0594  -4.0668
C  1.8338  -3.4408  -3.8290
F  2.6829  -3.4980  -2.8043
F  0.5870  -3.5343  -3.3777
F  2.0858  -4.4526  -4.6499
H  4.0997  -0.1311  -4.5389
H  4.7885  0.4608  -6.0154
H  5.1384  -1.2062  -5.4841
H  3.4858  -1.2471  -7.2906
H  2.3497  -0.3192  -6.4029
C  1.7825  2.2227  0.5438
C  1.4330  3.1916  -0.5736
O  2.5189  3.3423  -1.5191
C  2.6729  2.6208  -2.5615
O  1.9416  1.7611  -3.0044
C  4.0107  2.9428  -3.2790
F  4.8999  2.0158  -2.9060
F  3.8413  2.8791  -4.6010
F  4.4789  4.1376  -2.9648
H  2.4817  2.6762  1.2402
H  2.1718  1.3134  0.0870
H  0.8668  2.0100  1.0911
H  1.3446  4.1956  -0.1659
H  0.5000  2.9065  -1.0581
C  -3.5911  -4.2731  2.8838
C  -2.4823  -3.7155  3.7201
O  -1.1811  -4.1018  3.2293
C  -0.1773  -3.7043  3.9861
O  -0.2513  -3.1169  5.0226
C  1.1853  -4.1233  3.3946
F  1.5664  -5.2833  3.9583
F  1.1409  -4.3104  2.0701
F  2.0952  -3.1989  3.6626
H  -3.6986  -5.3538  2.9017
H  -3.5811  -3.8525  1.8777
H  -4.5253  -3.9020  3.3230
H  -2.5569  -4.0313  4.7701
H  -2.5211  -2.6398  3.8986

Cartesian forces, eV/Å:
0.74 -0.48 1.85
0.20 0.45 -0.19
-0.77 0.03 0.50
0.44 0.61 -1.06
-0.18 -0.20 -0.02
0.11 -0.12 0.03
0.01 -0.14 0.08
0.16 0.05 -0.18
0.14 -0.26 -0.10
-0.18 1.25 -0.77
0.44 -0.75 1.18
-0.96 0.14 0.45
0.45 0.06 -0.65
0.38 -0.66 -0.59
0.37 0.27 0.46
-0.01 0.03 -0.13
0.04 -0.12 -0.14
-0.31 -0.06 -0.14
0.35 -0.36 0.31
-0.12 -0.04 0.06
-0.13 -0.58 0.05
-0.10 0.32 -0.33
0.01 0.10 -0.18
-0.33 0.53 -0.01
-1.11 -0.27 1.52
0.32 0.49 -0.22
0.22 -0.10 0.32
-0.30 -0.14 -0.30
0.16 0.16 -0.14
-0.11 -0.01 0.09
-0.10 -0.11 0.05
-0.04 -0.03 -0.04
0.07 -0.04 0.04
0.06 -0.17 -0.02
0.29 -0.14 -0.24
0.57 0.12 -0.27
0.26 -0.23 -0.67
-0.20 -0.23 0.96
0.14 1.36 -1.21
0.30 -0.27 0.05
0.00 -0.56 -0.19
-0.66 1.07 -0.03
-0.04 -0.05 -0.10
-0.02 0.04 0.09
0.07 -0.02 -0.01
-0.11 0.04 0.09
0.06 -0.09 0.03
-0.09 -0.09 -0.40
0.15 0.16 -0.01
-0.17 -0.68 0.17
0.03 0.02 0.38
-0.07 0.25 -0.61
-0.40 0.20 0.83
0.30 0.32 0.37
0.09 -0.03 -0.42
-0.63 -0.36 -0.33
0.02 -0.03 0.01
-0.01 -0.01 -0.10
-0.01 -0.09 0.09
-0.04 0.01 0.01
0.24 -0.17 -0.07
0.00 -0.18 0.36
-0.02 -0.18 0.00
-0.20 0.04 -0.16
0.21 -0.07 -0.37
-0.69 0.71 0.03
-0.13 0.00 1.68
-0.04 0.10 -0.28
-0.05 -0.14 -0.24
0.03 0.26 0.28
-0.15 -0.47 -0.08
-0.01 0.21 -0.06
0.01 0.10 0.12
0.19 0.11 0.01
0.45 -0.07 -0.21
0.16 -0.37 -0.13
0.12 0.03 0.03
0.03 -0.59 -0.27
0.05 0.12 -0.91